(1)
Computed, not measured: one molecule with the formula C4H9NOS in a non-equilibrium geometry, with ωB97M-V/def2-TZVPD.

```
! RIJCOSX wB97M-V def2-TZVPD def2/J DEFGRID3
* xyz 0 1
N -1.65427 0.70876 1.33034
C -0.34168 0.40529 0.69174
C 0.61637 -0.39250 1.54433
O 0.38051 -1.54639 1.96641
C -0.53721 -0.29032 -0.65131
C 0.71966 0.14599 -1.52406
S 2.27310 -0.53510 -1.04265
H -1.91555 1.04246 2.28549
H -2.39098 0.50777 0.74405
H 0.06862 1.35647 0.37090
H 1.62281 0.06403 1.75015
H -1.11989 -1.30735 -0.57880
H -1.15420 0.32857 -1.29983
H 0.75180 1.32316 -1.50059
H 0.48385 -0.00914 -2.66743
H 2.19706 -1.80170 -1.41875
*
```

Values from the calculation:
relative energy (zero: lowest compared OMol25 entry of this formula, charge and spin) = 298.8 kJ/mol
SMILES = N[C@@H](C=O)CCS
total energy = -685.9051 Ha

(2)
Computed, not measured: one molecule with the formula C4H9NOS in a non-equilibrium geometry, with ωB97M-V/def2-TZVPD.

```
! RIJCOSX wB97M-V def2-TZVPD def2/J DEFGRID3
* xyz 0 1
C 0.38157 1.94491 -0.60513
C -0.45194 0.64384 -1.11426
C -0.06696 -1.03721 1.01357
C 0.11101 -2.38046 0.36014
N 1.57705 1.49256 0.00943
O -1.61638 0.82737 1.36971
S -1.37409 -0.13759 0.29410
H 0.76944 2.33583 -1.58885
H -0.33050 2.54060 -0.07572
H -1.31615 0.99348 -1.82292
H 0.28383 -0.14476 -1.50497
H 0.18004 -0.84758 1.99636
H -0.31687 -2.24637 -0.70260
H -0.54681 -3.04395 1.03784
H 1.09050 -2.81834 0.35035
H 1.62626 1.87766 0.98294
*
```

Values from the calculation:
relative energy (zero: lowest compared OMol25 entry of this formula, charge and spin) = 583.0 kJ/mol
total energy = -685.7969 Ha

(3)
Computed, not measured: one molecule with the formula C4H9NOS in a non-equilibrium geometry, with ωB97M-V/def2-TZVPD.

```
! RIJCOSX wB97M-V def2-TZVPD def2/J DEFGRID3
* xyz 0 1
O -2.19923 -2.57242 -0.04304
C -1.91756 -1.43845 0.25614
N -1.01221 -0.66203 -0.38145
C -0.81977 0.75745 -0.32680
C 0.46784 1.27454 0.24649
C 1.78916 0.48906 -0.00713
S 2.16057 -1.18593 0.67440
H -2.43788 -0.90152 1.07957
H -0.37983 -1.19062 -0.95181
H -1.71017 1.13502 0.17561
H -0.91594 1.13498 -1.37697
H 0.38798 1.25397 1.36054
H 0.58155 2.36109 0.11032
H 2.60575 1.09184 0.40159
H 1.96389 0.43047 -1.07571
H 1.43583 -1.97747 -0.14173
*
```

Values from the calculation:
relative energy (zero: lowest compared OMol25 entry of this formula, charge and spin) = 107.4 kJ/mol
SMILES = O=CNCCCS
total energy = -685.9780 Ha

(4)
Computed, not measured: one molecule with the formula C4H9NOS in a non-equilibrium geometry, with ωB97M-V/def2-TZVPD.

```
! RIJCOSX wB97M-V def2-TZVPD def2/J DEFGRID3
* xyz 0 1
O -0.19182 2.08533 -0.49448
C -0.48870 1.23730 0.61279
C -0.25761 -0.20139 0.18992
C 1.09244 -0.76777 0.52644
S 2.46547 0.09045 -0.24666
C -1.34837 -1.16375 -0.10033
N -0.62215 -0.49494 -1.17407
H 0.77767 2.03858 -0.61803
H -1.52742 1.36647 0.85542
H 0.10543 1.50766 1.58622
H 1.26492 -0.82798 1.54746
H 1.14779 -1.78142 0.14127
H 2.33484 -0.39201 -1.48218
H -2.29730 -0.77225 0.26033
H -1.30572 -2.23707 -0.08863
H -1.14948 0.31278 -1.51546
*
```

Values from the calculation:
relative energy (zero: lowest compared OMol25 entry of this formula, charge and spin) = 218.9 kJ/mol
SMILES = OC[C@@]1(CS)CN1
total energy = -685.9356 Ha

(5)
Computed, not measured: one molecule with the formula C4H9NOS in a non-equilibrium geometry, with ωB97M-V/def2-TZVPD.

```
! RIJCOSX wB97M-V def2-TZVPD def2/J DEFGRID3
* xyz 0 1
C 1.10762 -2.39210 -0.10753
N 1.13811 -0.97610 -0.00158
C 0.07108 -0.35338 0.24342
O 0.16445 1.16976 0.39651
C 1.36890 1.83136 0.16631
S -1.66147 -0.92943 0.14637
C -2.55599 0.69078 -0.19995
H 1.64648 -2.67117 -1.08687
H 0.12590 -2.82585 0.16101
H 1.80428 -2.78399 0.83418
H 1.46168 2.68041 0.99710
H 1.34244 2.33811 -0.85096
H 2.26855 1.14086 0.36193
H -2.55105 1.39252 0.50209
H -3.56887 0.49850 -0.49872
H -2.16211 1.18974 -1.06333
*
```

Values from the calculation:
relative energy (zero: lowest compared OMol25 entry of this formula, charge and spin) = 308.3 kJ/mol
SMILES = C/N=C(/OC)SC
total energy = -685.9015 Ha

(6)
Computed, not measured: one molecule with the formula C4H9NOS in a non-equilibrium geometry, with ωB97M-V/def2-TZVPD.

```
! RIJCOSX wB97M-V def2-TZVPD def2/J DEFGRID3
* xyz 0 1
C -1.61951 0.65428 0.28722
C -0.66412 -0.37603 -0.18306
C 0.13349 -1.16524 0.83620
O 1.37598 -1.57527 0.20498
N 1.75322 -0.54250 -0.59718
S 2.89188 0.69848 0.20277
C 0.56609 0.14707 -1.06650
H -1.17399 1.37928 0.99412
H -2.48451 0.26097 0.97628
H -2.07419 1.23250 -0.52599
H -1.19642 -1.13793 -0.80237
H 0.46311 -0.51597 1.79846
H -0.28193 -2.06161 1.43591
H 3.90092 -0.25296 0.52082
H 0.32584 -0.26504 -2.04902
H 0.62633 1.25672 -1.05354
*
```

Values from the calculation:
relative energy (zero: lowest compared OMol25 entry of this formula, charge and spin) = 388.9 kJ/mol
SMILES = C[C@@H]1CON(S)C1
total energy = -685.8708 Ha

(7)
Computed, not measured: one molecule with the formula C4H9NOS2, with ωB97M-V/def2-TZVPD.

```
! RIJCOSX wB97M-V def2-TZVPD def2/J DEFGRID3
* xyz 0 1
C -2.15708 0.21399 0.97819
S -1.77528 -0.49673 -0.64542
C 0.00050 -0.21942 -0.79089
S 0.58009 1.51178 -0.65369
C 1.08374 1.63954 1.07928
C 0.84652 -1.12530 0.12409
N 2.07351 -1.44217 -0.39286
O 0.47546 -1.50688 1.22253
H -1.57802 -0.29702 1.78348
H -3.23290 0.03438 1.14379
H -1.94936 1.29668 0.95025
H 0.17379 -0.45962 -1.84496
H 1.93916 1.01804 1.31210
H 0.28077 1.41791 1.77151
H 1.36634 2.67636 1.22909
H 2.70921 -1.90438 0.21869
H 2.45370 -0.92582 -1.15244
*
```

Values from the calculation:
relative energy (zero: lowest compared OMol25 entry of this formula, charge and spin) = 3.4 kJ/mol
SMILES = CSC(SC)C(N)=O
total energy = -1084.1950 Ha

(8)
Computed, not measured: one molecule with the formula C4H9NOSi in a non-equilibrium geometry, with ωB97M-V/def2-TZVPD.

```
! RIJCOSX wB97M-V def2-TZVPD def2/J DEFGRID3
* xyz 0 1
C 0.69640 1.67792 -0.73065
C -0.41832 1.21952 -0.26581
C -1.79016 1.76519 -0.18685
C -0.23898 -0.36807 0.49687
O -0.74987 -0.66112 1.53437
N 0.22223 -1.28896 -0.39885
Si 0.23896 -2.91145 0.39785
H 0.72764 2.70839 -1.12839
H 1.66624 1.10849 -0.45467
H -2.12182 1.81833 0.82982
H -2.43086 1.21316 -0.76837
H -1.82805 2.73732 -0.61319
H 0.74663 -0.85035 -1.13708
H 1.26381 -2.93897 1.63132
H -1.32371 -3.11544 0.57821
H 0.94348 -3.87506 -0.53938
*
```

Values from the calculation:
relative energy (zero: lowest compared OMol25 entry of this formula, charge and spin) = 278.2 kJ/mol
SMILES = C=C(C)C(=O)N[SiH3]
total energy = -577.2483 Ha

(9)
Computed, not measured: a 2-piece molecular cluster, C4H9NP overall in a non-equilibrium geometry, with ωB97M-V/def2-TZVPD.

```
! RIJCOSX wB97M-V def2-TZVPD def2/J DEFGRID3
* xyz 1 1
C -3.00646 -1.19285 0.18190
C 0.35413 0.62636 -0.05428
C 1.36604 0.74739 0.76522
C -2.19483 1.12334 -0.76614
N 2.66477 -0.07956 0.60173
P -2.65217 0.37637 0.73539
H -3.40129 -1.92177 0.87006
H -2.91252 -1.51581 -0.84271
H -2.13486 0.58801 -1.70301
H 0.35274 -0.03453 -0.90237
H 1.42277 1.39203 1.62463
H -2.02497 2.18697 -0.81734
H 2.44556 -1.08201 0.55090
H 3.28026 0.08942 1.40319
H 3.15900 0.18170 -0.26121
*
```

Values from the calculation:
relative energy (zero: lowest compared OMol25 entry of this formula, charge and spin) = 511.5 kJ/mol
total energy = -553.4544 Ha

(10)
Computed, not measured: one molecule with the formula C4H9NS in a non-equilibrium geometry, with ωB97M-V/def2-TZVPD.

```
! RIJCOSX wB97M-V def2-TZVPD def2/J DEFGRID3
* xyz 0 1
C 2.55474 0.35676 0.55795
S 1.29811 -0.59540 -0.39481
C -0.18603 0.15760 0.25840
C -0.98211 1.19759 -0.42704
C -1.48737 -0.16172 -0.26606
N -2.66531 -0.42930 0.56595
H 3.53085 -0.08215 0.35353
H 2.69113 1.35951 0.10899
H 2.37816 0.20730 1.67310
H -0.27672 0.25006 1.35075
H -1.28150 2.00695 0.12973
H -0.75407 1.42858 -1.45494
H -1.30533 -0.74349 -1.18155
H -3.03235 -1.34852 0.43278
H -3.45821 0.15185 0.20338
*
```

Values from the calculation:
relative energy (zero: lowest compared OMol25 entry of this formula, charge and spin) = 167.3 kJ/mol
SMILES = CS[C@H]1C[C@@H]1N
total energy = -610.6900 Ha

Number 6 is which compound?
C4H9NOS

Copy entry 2 word for word.
Computed, not measured: one molecule with the formula C4H9NOS in a non-equilibrium geometry, with ωB97M-V/def2-TZVPD.

```
! RIJCOSX wB97M-V def2-TZVPD def2/J DEFGRID3
* xyz 0 1
C 0.38157 1.94491 -0.60513
C -0.45194 0.64384 -1.11426
C -0.06696 -1.03721 1.01357
C 0.11101 -2.38046 0.36014
N 1.57705 1.49256 0.00943
O -1.61638 0.82737 1.36971
S -1.37409 -0.13759 0.29410
H 0.76944 2.33583 -1.58885
H -0.33050 2.54060 -0.07572
H -1.31615 0.99348 -1.82292
H 0.28383 -0.14476 -1.50497
H 0.18004 -0.84758 1.99636
H -0.31687 -2.24637 -0.70260
H -0.54681 -3.04395 1.03784
H 1.09050 -2.81834 0.35035
H 1.62626 1.87766 0.98294
*
```

Values from the calculation:
relative energy (zero: lowest compared OMol25 entry of this formula, charge and spin) = 583.0 kJ/mol
total energy = -685.7969 Ha